C40H76Br12Hg2N4O4 as an isolated structure. Source: OMol25; level of theory: ωB97M-V/def2-TZVPD.

Each line ends with the Löwdin charge.
Positions of all 138 atoms, in Å:
Hg (1.335, 0.719, -0.637)  1.283
Hg (-2.586, 0.122, 0.224)  1.320
C (-5.208, -2.573, 2.762)  -0.024
C (-3.854, -2.032, 2.235)  -0.510
C (-2.742, -3.030, 2.519)  -0.126
C (-2.705, -4.246, 1.576)  -0.163
C (-2.860, -3.828, 0.095)  -0.138
C (-4.027, -2.889, -0.184)  -0.516
N (-3.980, -1.769, 0.767)  -0.228
O (-4.770, -0.629, 0.315)  -0.319
C (-5.420, -3.529, -0.202)  -0.036
C (-3.736, -2.424, -1.626)  -0.062
C (-3.515, -0.722, 2.914)  -0.071
H (-6.034, -1.973, 2.379)  0.085
H (-5.191, -2.462, 3.849)  0.080
H (-5.462, -3.612, 2.555)  0.070
H (-2.862, -3.437, 3.525)  0.127
H (-1.733, -2.629, 2.397)  0.085
H (-3.421, -5.043, 1.786)  0.105
H (-1.748, -4.775, 1.569)  0.093
H (-3.152, -4.768, -0.390)  0.122
H (-1.929, -3.546, -0.395)  0.102
H (-6.258, -2.855, -0.011)  0.084
H (-5.569, -4.374, 0.475)  0.072
H (-5.730, -3.916, -1.178)  0.080
H (-2.812, -1.848, -1.723)  0.055
H (-4.554, -1.748, -1.895)  0.076
H (-3.736, -3.235, -2.352)  0.093
H (-3.510, -0.872, 3.998)  0.096
H (-4.186, 0.106, 2.693)  0.076
H (-2.468, -0.448, 2.727)  0.048
C (-2.808, 0.926, -2.743)  -0.054
C (-2.908, 2.284, -2.002)  -0.475
C (-4.441, 2.462, -1.799)  -0.135
C (-4.762, 3.567, -0.811)  -0.184
C (-4.023, 3.347, 0.513)  -0.136
C (-2.474, 3.333, 0.344)  -0.511
N (-2.210, 2.311, -0.683)  -0.231
O (-0.954, 1.655, -0.648)  -0.389
C (-1.969, 2.933, 1.716)  -0.043
C (-1.948, 4.718, -0.095)  -0.014
C (-2.318, 3.330, -2.987)  -0.017
H (-1.768, 0.591, -2.705)  0.064
H (-3.083, 1.072, -3.788)  0.092
H (-3.456, 0.117, -2.404)  0.042
H (-4.952, 1.603, -1.354)  0.110
H (-4.911, 2.743, -2.742)  0.124
H (-5.808, 3.573, -0.498)  0.116
H (-4.516, 4.520, -1.285)  0.101
H (-4.359, 2.422, 0.982)  0.106
H (-4.172, 4.213, 1.164)  0.124
H (-2.501, 2.087, 2.170)  0.061
H (-2.277, 3.765, 2.354)  0.096
H (-0.909, 2.703, 1.786)  0.059
H (-2.734, 5.255, -0.628)  0.065
H (-1.104, 4.615, -0.777)  0.073
H (-1.628, 5.401, 0.694)  0.083
H (-1.251, 3.114, -3.080)  0.063
H (-2.433, 4.326, -2.564)  0.061
H (-2.781, 3.297, -3.971)  0.085
C (0.867, -1.447, 3.427)  -0.040
C (1.397, -0.558, 2.284)  -0.500
C (2.912, -0.473, 2.347)  -0.154
C (3.598, -1.787, 1.960)  -0.169
C (3.202, -2.198, 0.534)  -0.123
C (1.631, -2.276, 0.408)  -0.461
N (1.071, -1.033, 0.934)  -0.223
O (-0.285, -0.790, 0.510)  -0.371
C (1.162, -3.607, 1.052)  -0.003
C (1.381, -2.360, -1.133)  -0.077
C (0.848, 0.860, 2.549)  -0.038
H (0.850, -0.938, 4.400)  0.075
H (1.471, -2.317, 3.678)  0.039
H (-0.193, -1.713, 3.417)  0.068
H (3.234, -0.274, 3.369)  0.060
H (3.223, 0.326, 1.667)  0.111
H (3.264, -2.559, 2.655)  0.085
H (4.671, -1.641, 2.083)  0.117
H (3.552, -3.222, 0.403)  0.099
H (3.641, -1.484, -0.165)  0.103
H (1.529, -4.505, 0.551)  0.073
H (0.083, -3.751, 1.109)  0.060
H (1.579, -3.637, 2.059)  0.063
H (1.654, -1.420, -1.616)  0.023
H (0.425, -2.716, -1.522)  0.074
H (2.054, -3.119, -1.538)  -0.014
H (1.344, 1.399, 3.358)  0.040
H (-0.200, 0.732, 2.826)  0.071
H (0.896, 1.533, 1.687)  0.040
C (4.817, 3.398, -1.684)  -0.016
C (3.289, 3.279, -1.540)  -0.500
C (2.621, 4.483, -2.224)  -0.154
C (2.580, 4.339, -3.726)  -0.192
C (1.839, 3.060, -4.097)  -0.130
C (2.517, 1.799, -3.486)  -0.477
N (2.804, 1.979, -2.058)  -0.240
O (3.440, 0.842, -1.443)  -0.308
C (3.698, 1.362, -4.361)  -0.023
C (1.337, 0.749, -3.596)  -0.065
C (2.779, 3.371, -0.085)  -0.052
H (5.170, 3.293, -2.709)  0.076
H (5.341, 2.627, -1.116)  0.078
H (5.145, 4.341, -1.240)  0.084
H (3.171, 5.403, -2.010)  0.122
H (1.584, 4.674, -1.929)  0.115
H (3.621, 4.317, -4.062)  0.105
H (2.083, 5.194, -4.188)  0.116
H (1.959, 3.096, -5.182)  0.126
H (0.810, 3.081, -3.740)  0.097
H (4.443, 0.711, -3.909)  0.055
H (4.157, 2.269, -4.760)  0.074
H (3.315, 0.813, -5.226)  0.083
H (1.692, -0.268, -3.446)  0.022
H (0.799, 0.878, -4.540)  0.093
H (0.483, 0.953, -2.933)  0.036
H (3.250, 2.596, 0.529)  0.066
H (1.702, 3.196, -0.131)  0.051
H (3.042, 4.317, 0.388)  0.084
C (3.812, -3.206, 6.857)  -1.505
Br (3.679, -1.490, 5.882)  0.565
Br (2.137, -4.176, 6.514)  0.533
Br (3.990, -2.803, 8.769)  0.542
H (4.628, -3.811, 6.485)  -0.018
C (4.365, -2.419, -3.549)  -1.486
Br (2.825, -2.727, -4.723)  0.566
Br (6.017, -2.048, -4.599)  0.534
Br (4.675, -4.069, -2.519)  0.532
H (4.218, -1.612, -2.837)  -0.038
C (1.510, -7.550, -2.683)  -1.536
Br (0.972, -8.155, -4.485)  0.529
Br (1.376, -5.616, -2.562)  0.566
Br (3.335, -8.168, -2.329)  0.540
H (0.819, -7.932, -1.943)  -0.027
C (3.576, 4.507, 5.702)  -1.558
Br (2.866, 2.713, 5.459)  0.561
Br (2.367, 5.650, 6.736)  0.547
Br (3.821, 5.276, 3.913)  0.524
H (4.534, 4.446, 6.199)  -0.023

Cartesian forces, eV/Å:
Hg -0.2106 -0.2422 0.3587
Hg 0.0139 -0.2398 -0.2177
C -0.0293 0.5468 0.7185
C -1.6000 -0.3055 -1.0784
C 0.6172 -1.5649 -0.6405
C 0.0446 0.1772 -1.1586
C -1.1388 -1.8025 0.8634
C 0.2974 0.3172 -0.6296
N 2.9394 0.5749 -0.8208
O 0.1276 0.0180 0.6593
C -1.0697 -0.8364 -0.2248
C -1.0935 1.2092 0.1989
C 0.3017 0.0824 0.9047
H 0.1042 0.1523 -0.0257
H -0.1927 -0.0788 0.0388
H 0.4791 -0.0470 -0.2260
H 0.0903 0.4247 0.2231
H -0.2372 0.6541 0.2297
H -0.3555 0.3408 0.2550
H 0.1379 0.1902 0.6794
H 0.1704 0.0378 -0.3423
H 0.0151 0.5875 0.3295
H 0.4987 0.5250 0.3506
H 0.3474 0.0714 0.1738
H 0.6153 -0.1137 -0.1698
H 0.1855 -0.2250 0.1725
H 0.0868 0.0055 -0.2299
H 0.1270 -0.2398 0.2608
H -0.2093 -0.0185 0.0255
H -0.1003 -0.1567 -0.1632
H 0.0031 0.0941 -0.3702
C 0.9429 0.0411 0.2649
C -0.8526 -0.0910 -0.8565
C -0.1147 0.9592 0.8936
C 0.1720 0.2067 0.6974
C 1.0085 1.2891 -0.9111
C -0.6696 -0.3132 -0.6267
N -1.9327 -1.7810 0.3200
O 0.8825 -0.2185 -0.0860
C 0.1517 0.0649 0.3301
C 0.0355 0.2227 -0.1047
C -0.0478 -0.0456 0.8906
H -0.0529 -0.1293 -0.1699
H 0.0573 0.1379 -0.0064
H -0.0512 0.2739 0.4556
H 0.5051 -0.5869 -0.5107
H 0.0931 -0.4294 -0.1921
H -0.2059 0.0835 -0.6491
H -0.1146 0.2121 0.3764
H -0.0233 0.0056 0.0740
H -0.5078 -0.1964 0.2339
H -0.0808 -0.2399 -0.4205
H 0.5242 0.0506 0.2069
H 0.0050 0.4141 -0.0862
H 0.0824 -0.0124 -0.0992
H 0.0633 -0.1122 0.0745
H -0.0552 -0.3395 0.3288
H 0.0100 0.0973 -0.0839
H 0.0450 0.0884 -0.2499
H -0.0669 -0.0910 0.0312
C -0.3637 0.0352 1.3470
C -0.0033 -0.0766 1.0203
C 0.4828 -0.7905 0.0061
C -0.5224 0.5190 -0.3523
C -0.7057 -0.1752 1.4173
C 0.6501 -0.8970 -1.3383
N 0.0370 1.4577 -0.8560
O -0.2232 -0.4621 0.1061
C 0.0336 0.3037 0.5671
C 0.2350 -0.4540 0.2481
C -0.7375 -0.4272 -0.3259
H 0.5063 0.6081 -0.2291
H -0.1139 -0.1859 -0.4980
H 0.0966 -0.2472 -0.9233
H -0.1493 0.5399 0.0120
H 0.2306 0.0856 0.1333
H 0.2718 -0.0544 0.1025
H 0.0740 -0.2817 -0.1560
H 0.2474 0.1429 -0.5831
H -0.1329 -0.1536 -0.2905
H 0.2761 0.3058 -0.3708
H -0.0564 0.4870 0.0149
H -0.2710 -0.2364 0.0784
H -0.0269 -0.0943 -0.1427
H -0.4499 0.4838 0.6128
H 0.4214 0.1446 0.1763
H 0.2152 -0.4529 0.0621
H -0.0767 0.3643 -0.1402
H -0.0054 -0.1524 -0.1229
C 0.0803 -0.2162 0.8604
C 0.0310 0.1671 0.2554
C -0.2681 0.3540 -0.9482
C 0.0444 -0.1395 0.4764
C 1.7135 0.6843 0.3761
C -1.6458 -0.7407 -0.4682
N -1.5630 1.1311 -0.0700
O -0.0358 -0.2615 -0.0829
C -0.2601 0.1970 -0.4214
C 0.4342 0.2527 -0.0739
C 1.1844 -0.6765 -0.0055
H -0.1811 0.2582 -0.0892
H -0.2707 -0.1921 -0.0074
H 0.0347 0.1422 -0.3030
H 0.1054 -0.1662 0.4539
H 0.0431 -0.3769 0.5206
H -0.1372 -0.0693 -0.4329
H 0.1218 0.0647 -0.0019
H -0.7469 -0.9684 -0.1153
H -0.0758 0.2662 -0.3184
H -0.0644 0.2017 0.4256
H 0.4082 -0.1624 0.0539
H -0.0616 0.0538 -0.0196
H -0.1437 -0.1052 -0.2378
H 0.5940 -0.4387 -0.4207
H 0.4090 0.2130 0.5391
H -0.0629 -0.0749 -0.0064
H -0.1227 0.4003 0.2576
H -0.2896 0.1526 -0.1272
C -1.3354 0.9141 0.2455
Br 0.4575 -0.8035 0.3260
Br 0.6826 0.1143 0.1547
Br 0.1385 -0.4074 -0.8041
H 0.1004 0.1903 0.1104
C 0.7153 -1.0756 -0.5237
Br 0.6473 0.4558 0.5092
Br -1.0358 0.0140 0.5348
Br 0.0470 0.6641 -0.2266
H -0.2327 0.1081 -0.2418
C 0.3872 0.2994 -0.8374
Br 0.0885 0.1969 0.8938
Br -0.0599 -0.5418 0.0030
Br -0.7458 0.2381 0.0618
H 0.1554 -0.3098 -0.1131
C -0.7754 0.2314 -0.7402
Br 0.1799 0.3188 0.3787
Br 0.5276 -0.5326 -0.2494
Br 0.1462 -0.1044 0.6071
H -0.0714 0.0441 -0.0026

Its LUMO energy is -0.01582 hartree. The calculation puts the energy relative to the best compared isomer or geometry (same formula, charge and spin) at 23.3 kJ/mol. As for the HOMO-LUMO gap: 6.35 eV. The calculation puts the electronic energy at -33284.2486 Ha. The molar mass comes out at 2037.10 g mol⁻¹.